(w)
# C2H3N2S

A structure of composition C2H3N2S (ωB97M-V with the def2-TZVPD basis set, OMol25).

Structure (ORCA input):
```
! RIJCOSX wB97M-V def2-TZVPD def2/J DEFGRID3
* xyz 1 1
C -0.140 -1.171 -0.635
C -0.375 0.221 -0.643
N 0.562 -1.412 1.136
N -0.255 0.912 0.739
S 0.490 -0.058 1.809
H -0.824 0.899 -1.462
H 0.714 -1.234 -1.267
H -0.173 1.842 0.324
*
```

HOMO (alpha / beta), eV: -15.96 / -15.95
E_LUMO (alpha / beta), eV: -6.671 / -6.671
HOMO-LUMO gap (alpha / beta), Ha: 0.341 / 0.341

(x)
# C2H3N2S

The ion C2H3N2S with charge +1 (ωB97M-V with the def2-TZVPD basis set, OMol25).

Structure (ORCA input):
```
! RIJCOSX wB97M-V def2-TZVPD def2/J DEFGRID3
* xyz 1 1
C -1.289 -1.129 0.041
C -0.281 -0.181 0.320
N -2.198 -1.808 0.038
N 0.976 -0.443 -0.428
S 2.343 -0.865 0.115
H -0.518 0.880 0.107
H 0.033 -0.069 1.306
H 1.009 -0.270 -1.373
*
```

Structure (SMILES): N#CC[NH+]=S
HOMO, eV: -16.63
E_LUMO, eV: -8.717
HOMO-LUMO gap, Ha: 0.291

Most stable: (x)

(w)
# C5H10O3

A cluster of 2 separate species, C5H10O3 in total (ωB97M-V with the def2-TZVPD basis set, OMol25).

Structure (ORCA input):
```
! RIJCOSX wB97M-V def2-TZVPD def2/J DEFGRID3
* xyz 0 1
C 2.399 0.784 0.571
C 0.589 0.317 0.552
O 2.973 0.707 -0.688
H 2.600 1.395 -1.252
H 2.853 0.018 1.196
H 2.476 1.773 1.028
H 0.404 1.295 0.105
H 0.428 0.276 1.625
H 0.732 -0.619 0.022
C -1.774 -0.059 -1.162
C -1.691 -0.200 0.320
C -1.791 -1.442 0.889
O -1.191 -1.081 -1.821
O -2.222 0.904 -1.734
H -1.116 -0.841 -2.758
H -2.166 0.637 0.815
H -1.398 -2.309 0.377
H -2.102 -1.555 1.916
*
```

Structure (SMILES): C=CC(=O)O.CCO
HOMO, eV: -8.54
E_LUMO, eV: 0.211
HOMO-LUMO gap, Ha: 0.321

(x)
# C5H10O3

A structure of composition C5H10O3 (ωB97M-V with the def2-TZVPD basis set, OMol25).

Structure (ORCA input):
```
! RIJCOSX wB97M-V def2-TZVPD def2/J DEFGRID3
* xyz 0 1
C -0.022 -0.905 -0.050
C 0.496 0.458 -0.057
C 1.739 -0.170 0.262
C -1.495 1.787 0.849
C -0.401 -1.704 -1.249
O -0.226 1.291 1.200
O -0.517 -1.323 1.127
O 2.883 0.015 -0.466
H -0.489 -0.498 1.693
H 2.723 0.645 -1.180
H 0.434 1.023 -0.984
H 1.947 -0.638 1.211
H -2.047 2.047 1.760
H -1.418 2.682 0.221
H -2.094 1.044 0.295
H -1.486 -1.719 -1.357
H -0.079 -2.739 -1.124
H 0.051 -1.297 -2.150
*
```

HOMO, eV: -7.41
E_LUMO, eV: 0.711
HOMO-LUMO gap, Ha: 0.298

Most stable: (w)